DFT (ωB97M-V/def2-TZVPD) results for C50H50Br4N3O5S3Tl as an isolated structure at a distorted geometry.

Cartesian coordinates (Å):
Tl -0.952 -1.030 0.026
Br -0.036 -0.083 4.976
Br -2.671 -0.960 6.903
Br -5.446 -2.132 5.376
Br -5.469 -2.249 2.019
S 2.705 2.120 0.830
S 2.315 4.665 2.277
S -2.212 1.772 -0.364
O -2.917 -1.322 0.887
O -0.309 -3.017 0.674
O 2.910 2.423 3.433
O -1.090 -1.276 -2.121
O -0.694 -0.303 2.127
N 1.334 -0.843 -0.630
N -1.647 2.720 2.051
N -0.397 3.630 0.384
C -2.124 -0.821 -4.911
C 3.195 1.011 3.510
C -1.441 0.033 -4.034
C -2.397 5.538 -1.564
C -1.725 -0.665 2.838
C 0.523 0.473 -2.493
C -3.137 -0.377 -5.750
C 2.806 -4.800 -0.168
C -2.899 -1.179 2.172
C -0.494 -4.706 4.408
C 1.169 -1.103 -5.069
C 0.808 -2.826 -3.459
C 3.170 -5.841 -1.039
C 0.153 5.263 -1.436
C 2.956 -0.005 -2.179
C 0.501 -1.560 -3.941
C 2.068 -1.921 -5.735
C -0.340 -4.073 3.172
C 0.488 -5.296 -0.565
C 2.332 -3.203 -5.281
C 0.833 -4.172 2.459
C 2.650 2.997 2.231
C -2.925 1.800 -4.826
C 2.319 -1.501 0.039
C 0.142 3.800 -0.959
C -0.735 6.857 2.929
C 0.932 -3.466 1.074
C -1.331 2.732 0.748
C -3.958 -1.583 2.970
C 1.458 -4.526 0.096
C 1.957 -2.294 1.259
C 1.739 -5.536 4.233
C 0.533 -5.446 4.940
C -3.559 0.947 -5.678
C 0.844 -6.327 -1.420
C 1.718 -3.660 -4.135
C 1.645 -0.145 -1.722
C 3.963 -0.626 -1.490
C 1.886 -4.907 3.004
C -3.953 -1.488 4.377
C -2.815 -0.971 5.004
C -1.052 5.664 -2.264
C -1.712 -0.609 4.227
C -1.399 3.817 2.961
C -2.387 4.949 2.664
C 2.192 -6.629 -1.648
C 3.652 -1.398 -0.357
C -0.379 -0.597 -3.112
C -1.864 1.350 -4.015
C -2.093 6.271 3.337
H -3.183 5.908 -2.230
H 4.219 -6.042 -1.223
H 1.050 5.400 -2.065
H 2.463 -7.472 -2.306
H -4.412 1.280 -6.243
H 0.082 -6.897 -1.941
H 2.557 -6.127 4.612
H -1.047 4.999 -3.134
H -0.120 1.015 -1.790
H 0.350 -3.184 -2.547
H 4.421 -1.850 0.263
H 1.913 -4.644 -3.720
H -3.394 4.611 2.932
H 4.152 0.801 2.995
H 2.989 -3.847 -5.834
H -1.840 -1.878 -4.940
H -0.922 6.704 -2.622
H -2.096 6.158 4.417
H -2.927 6.963 3.112
H 2.593 -1.584 -6.627
H -1.420 -4.547 4.941
H -0.627 6.965 1.845
H 2.863 -2.660 1.730
H -2.375 2.073 2.306
H 2.778 -5.063 2.415
H -3.250 2.833 -4.705
H 0.275 5.899 -0.554
H 1.454 -1.647 2.001
H 3.289 0.836 4.588
H -0.350 4.138 2.897
H -2.432 6.171 -0.646
H 1.176 3.430 -0.900
H 0.945 1.169 -3.232
H 5.003 -0.506 -1.796
H 0.055 6.199 3.252
H -2.414 5.087 1.566
H -3.573 -1.097 -6.416
H -0.429 3.153 -1.639
H 0.225 4.007 1.125
H -2.633 4.504 -1.329
H -1.380 2.048 -3.343
H -0.552 7.831 3.375
H -0.570 -5.100 -0.372
H 3.173 0.595 -3.064
H 2.414 0.386 3.093
H 0.412 -5.940 5.896
H 0.921 -0.122 -5.449
H -1.554 3.443 3.980
H -1.190 -3.539 2.753
H 3.580 -4.222 0.322

## Properties
Energy above the lowest of the compared OMol25 structures with the same formula, charge and spin   0.0 kcal per mole
Calculated total energy   -14139.0265 hartree
Charge   -2

DFT (ωB97M-V/def2-TZVPD) results for one molecule with the formula C3H8N2O at a distorted geometry.

Cartesian coordinates (Å):
O 1.308 -1.791 -0.028
N 2.015 0.303 -0.369
N -0.273 -0.135 -0.039
C -1.325 -1.040 0.375
C 1.007 -0.608 -0.120
C -0.611 1.259 -0.212
H -0.548 1.833 0.725
H -1.711 -0.772 1.367
H 2.851 -0.279 -0.258
H -1.639 1.335 -0.580
H 0.043 1.718 -0.958
H -0.922 -2.051 0.408
H 1.965 1.237 0.028
H -2.158 -1.009 -0.337

## Properties
Energy above the lowest of the compared OMol25 structures with the same formula, charge and spin   8.5 kcal per mole
SMILES   CN(C)C(N)=O
Calculated total energy   -303.8786 hartree

DFT (ωB97M-V/def2-TZVPD) results for C50H64CoN3O7P2S2Si as an isolated structure.

Cartesian coordinates (Å):
Co -0.267 0.547 1.385
S 2.793 -0.396 0.677
S -2.139 2.359 1.845
P 1.245 2.552 1.599
P 0.181 -2.565 -1.428
Si -4.003 4.243 -0.528
O 3.577 -1.097 -0.318
O 1.514 0.106 0.135
O -1.780 -0.778 1.400
O 2.662 -1.073 1.951
O -2.448 -3.323 5.037
O -0.852 -3.119 6.579
O -2.879 -2.228 2.703
N -1.053 1.286 -0.226
N 0.052 -0.229 3.229
N 0.500 -1.211 5.124
C -4.820 4.260 1.148
C -1.411 -2.439 -3.725
C 3.320 -1.450 -3.934
C 0.608 -3.954 -0.249
C -1.279 -3.186 -2.385
C 5.850 2.201 0.899
C 2.402 3.726 3.932
C 0.011 -3.664 1.140
C 1.276 3.287 -1.062
C -2.552 -2.932 -1.564
C 1.865 -1.478 -3.444
C 5.238 3.430 1.112
C 2.182 0.447 4.413
C -5.357 3.964 -1.804
C 3.695 1.125 0.989
C 0.329 -5.414 -0.672
C 1.279 3.618 3.109
C 0.484 5.035 0.378
C -0.667 -1.779 4.684
C 2.661 -3.778 -4.660
C 1.197 5.102 5.496
C -0.929 -1.158 3.500
C -2.369 2.672 -2.169
C 0.067 4.987 4.701
C 0.104 4.249 3.527
C 1.764 -4.002 -3.433
C -0.781 1.045 -1.507
C 5.077 1.059 0.819
C -1.343 -2.806 5.513
C 1.637 -2.725 -2.580
C 2.364 4.462 5.108
C 0.666 5.418 -1.992
C -0.811 -6.003 1.514
C -0.937 -5.967 -0.020
C 3.869 3.491 1.291
C -3.628 -3.640 -3.756
C 0.921 -0.304 4.221
C 0.959 3.739 0.219
C 0.115 -4.893 2.035
C -2.864 -2.411 -4.238
C 3.826 -2.860 -4.303
C -2.686 2.937 -0.846
C -1.978 2.206 0.140
C 3.071 2.342 1.274
C -3.770 -3.596 -2.227
C -3.262 5.936 -0.849
C -1.417 1.717 -2.523
C 0.342 5.871 -0.724
C 1.131 4.120 -2.158
C -1.966 -1.409 2.468
H -0.440 -6.980 1.836
H 4.542 -2.804 -5.126
H -1.176 1.504 -3.556
H -1.040 -3.382 1.054
H 1.669 -0.579 -2.856
H 2.992 -0.244 4.647
H 3.942 -1.039 -3.137
H 0.537 -2.812 1.574
H -2.878 3.215 -2.960
H 3.398 4.454 1.448
H 1.156 -5.235 2.050
H -1.060 -1.409 -3.603
H 3.407 -0.781 -4.796
H -4.672 -3.038 -1.962
H -4.612 -3.697 -4.227
H -4.046 6.697 -0.878
H 2.452 0.955 3.497
H 0.784 -4.359 -3.763
H 0.966 -1.502 5.968
H -3.371 -1.516 -3.864
H -2.447 -3.284 -0.537
H 0.262 -5.509 -1.756
H -5.220 3.279 1.408
H -5.803 2.974 -1.686
H 0.230 5.410 1.359
H -0.036 0.280 -1.681
H -6.149 4.707 -1.683
H -4.986 4.041 -2.827
H -1.801 -5.878 1.959
H 1.175 -6.040 -0.368
H 2.080 1.177 5.217
H 1.176 -1.470 -4.294
H 3.326 3.235 3.664
H -4.118 4.536 1.933
H -0.798 4.137 2.939
H -5.642 4.982 1.128
H -0.860 5.461 4.999
H 0.557 6.072 -2.848
H 4.360 -3.292 -3.452
H 5.825 4.340 1.130
H -3.083 -4.539 -4.061
H 1.633 2.271 -1.195
H -0.764 -2.905 -4.473
H 2.194 -4.798 -2.820
H 2.081 -3.323 -5.470
H 1.384 3.752 -3.144
H 6.923 2.141 0.764
H -1.143 -6.970 -0.401
H -1.788 -5.345 -0.308
H 1.168 5.678 6.412
H -2.692 -2.919 4.114
H -0.149 -4.644 3.066
H -2.723 5.960 -1.799
H 2.462 -2.708 -1.859
H -2.698 -1.851 -1.479
H -2.554 6.206 -0.062
H 1.693 -3.834 -0.147
H 5.519 0.100 0.587
H 3.254 4.528 5.722
H -0.029 6.879 -0.586
H -2.872 -2.344 -5.328
H -3.902 -4.609 -1.837
H -1.199 -4.262 -2.576
H 3.023 -4.738 -5.038

## Properties
Energy above the lowest of the compared OMol25 structures with the same formula, charge and spin   0.0 kcal per mole
Calculated total energy   -5786.3084 hartree
Charge   -1
2S+1   2

DFT (ωB97M-V/def2-TZVPD) results for a 2-piece molecular cluster, C3H8P2 overall at a distorted geometry.

Cartesian coordinates (Å):
P -0.686 -1.517 -1.463
P 0.879 2.908 0.214
C 0.567 -0.492 -1.632
C -0.132 2.098 1.256
C -0.469 -2.058 0.361
H -1.134 1.519 0.890
H 1.046 -0.393 -2.570
H 0.268 -1.307 0.907
H 0.049 -3.108 0.443
H -0.027 2.572 -0.820
H -1.438 -2.073 0.828
H -0.025 2.047 2.341
H 1.102 -0.195 -0.756

## Properties
Energy above the lowest of the compared OMol25 structures with the same formula, charge and spin   47.5 kcal per mole
SMILES   C=PC.C=P
Calculated total energy   -801.6757 hartree